# 1
31
Properties=species:S:1:pos:R:3:forces:R:3 method="wB97M-V/def2-TZVPD" lumo_ev=0.21 orbital_gap_ev=7.6 total_charge=0 relative_energy_kcal_mol=132.5 e_tot_ha=-614.27762
N 1.613 -1.303 1.366 0.01 -1.21 0.44
N -1.797 -1.343 1.305 0.85 -1.89 2.32
C -0.180 -1.653 -1.618 0.23 -1.63 -1.19
C -0.292 0.124 0.002 0.41 -2.12 -1.47
C -2.470 -0.901 -0.794 -1.29 -0.04 -2.40
C -1.186 2.517 0.050 -1.33 -1.19 1.99
C -0.652 -0.780 1.125 -0.60 1.63 -0.29
C 1.585 -1.167 -0.011 -1.63 3.48 0.70
C -1.033 -0.538 -1.203 0.22 3.12 0.41
C -2.833 -1.357 0.420 1.85 1.65 -1.52
C 2.725 -0.430 -0.592 1.61 -0.05 -1.80
C 0.055 1.603 0.050 1.25 -0.35 -0.77
C 0.487 -1.188 1.948 -0.48 -0.44 -0.51
C 0.946 1.870 1.252 1.04 1.38 2.66
C 0.987 -1.999 -1.058 -1.42 -0.34 0.82
H -2.067 2.067 -0.488 0.64 0.06 1.11
H 1.831 1.152 1.439 -1.78 0.95 -0.39
H 0.694 1.885 -0.884 -1.15 -0.75 1.19
H -3.178 -0.757 -1.654 0.41 -0.53 1.07
H 3.347 -1.210 -1.184 -1.02 1.47 0.26
H -1.432 2.961 1.110 0.16 -1.26 -1.98
H -0.994 3.322 -0.551 0.76 2.45 -1.38
H 0.269 1.957 2.191 1.17 -0.73 -1.22
H 1.446 2.902 1.304 -0.81 -1.19 -0.72
H -1.127 0.129 -2.147 0.19 -0.61 1.62
H 0.288 -1.533 2.935 0.27 -0.05 0.88
H 3.498 0.030 0.041 -0.81 -0.07 0.37
H 1.604 -2.858 -1.274 -0.15 -0.20 -0.82
H 2.240 0.364 -1.242 1.12 -0.98 0.27
H -0.588 -2.088 -2.529 0.39 -0.84 0.20
H -3.785 -1.780 0.694 -0.11 0.28 0.15

***

# 2
93
Properties=species:S:1:pos:R:3:forces:R:3 method="wB97M-V/def2-TZVPD" lumo_ev="0.41 / 0.40" orbital_gap_ev="5.2 / 5.2" total_charge=0 relative_energy_kcal_mol=0.0 e_tot_ha=-3123.59641
Hf 0.287 -0.047 0.128 -0.97 -0.07 -0.69
Cl 2.351 -0.183 -4.425 0.04 -0.01 0.16
P 0.546 -2.720 -0.358 -0.19 0.10 0.65
P 0.612 2.655 -0.329 -0.22 0.21 0.43
Si -1.283 2.871 2.083 0.51 -1.04 -0.93
Si 2.144 -0.199 2.080 -0.74 0.15 -0.66
Si -1.277 -2.940 2.078 0.63 1.02 -1.01
C -0.763 -3.520 -1.447 0.26 0.14 -0.05
C 3.311 -2.533 -0.950 0.28 0.01 0.05
C 2.081 3.533 -1.036 0.19 -0.06 -0.35
C -2.746 3.918 1.579 -0.19 0.27 0.24
C -2.000 -0.751 0.082 0.33 -0.22 0.23
C -0.843 2.969 -2.718 -0.27 0.12 -0.29
C -1.137 2.863 3.938 -0.26 0.09 0.16
C 2.106 -3.476 -0.986 0.17 0.07 -0.44
C 2.492 -4.819 -0.360 0.24 -0.21 -0.17
C 0.225 -3.658 1.173 -0.34 -0.37 0.31
C 2.657 4.642 -0.154 0.14 0.20 -0.12
C -0.577 -5.026 -1.652 -0.31 -0.05 -0.16
C 2.737 -1.858 2.771 0.42 -0.09 0.38
C -1.213 -0.036 2.120 -0.19 0.05 0.41
C 0.922 0.004 -3.363 -0.04 0.18 -0.72
C -0.739 3.523 -1.302 0.14 -0.15 0.11
C -0.853 -2.816 -2.800 -0.23 -0.09 -0.24
C 3.752 0.577 1.442 0.35 -0.18 0.34
C -0.907 -2.848 3.897 -0.35 -0.11 0.28
C 0.345 3.456 1.298 -0.19 0.52 0.29
C 1.802 0.768 3.676 0.39 -0.16 0.22
C 3.207 2.593 -1.448 0.41 0.01 0.02
C -2.008 0.677 0.091 0.16 0.50 0.12
C -1.473 1.132 1.363 -0.64 0.02 0.56
C -2.813 -3.927 1.712 -0.26 -0.29 0.30
C -1.470 -1.206 1.362 -0.40 -0.25 0.54
C -0.620 5.053 -1.350 -0.26 -0.05 -0.08
H 2.688 0.625 4.316 -0.28 0.23 0.06
H -2.073 2.484 4.374 0.22 0.08 0.00
H 3.659 2.079 -0.594 -0.18 0.13 -0.21
H 3.008 4.245 0.810 -0.13 0.10 -0.25
H 0.312 4.554 1.195 0.26 -0.32 0.12
H 1.946 5.453 0.038 0.11 -0.19 0.02
H -1.178 1.926 -2.753 0.10 0.14 0.20
H -2.503 1.314 -0.643 0.28 -0.23 0.17
H -2.964 -4.136 0.642 0.05 0.08 0.34
H 1.876 -3.609 -2.055 0.17 -0.27 0.11
H 0.303 5.381 -1.838 -0.13 -0.03 0.08
H -1.817 -2.548 4.432 0.21 -0.02 0.05
H -0.104 -2.143 4.139 -0.14 -0.14 -0.10
H 1.980 -2.351 3.394 0.19 0.10 -0.05
H -1.452 5.437 -1.954 0.10 0.06 0.13
H 0.542 1.018 -3.512 0.19 -0.39 0.24
H 1.705 -5.574 -0.428 0.13 0.15 0.06
H 1.251 -0.179 -2.331 -0.18 -0.05 -0.28
H -0.658 -5.599 -0.725 0.08 0.09 -0.12
H 3.605 -1.602 3.406 -0.17 -0.40 -0.06
H 3.586 -2.190 0.057 -0.22 -0.13 -0.28
H 3.527 5.086 -0.663 -0.19 -0.09 0.14
H 2.903 1.839 -2.184 0.01 0.14 0.07
H -1.708 -3.343 -0.915 0.24 -0.08 -0.06
H -3.689 -3.381 2.094 0.19 -0.21 -0.15
H 4.169 -3.092 -1.349 -0.05 0.26 0.04
H 0.108 3.048 -3.259 -0.12 0.06 0.05
H -2.627 4.914 2.030 -0.15 -0.13 -0.16
H 0.382 -5.254 -2.129 -0.18 0.02 0.04
H 0.115 -2.807 -3.318 -0.13 -0.09 0.06
H 0.927 0.380 4.205 0.13 0.01 0.06
H 3.987 3.227 -1.891 -0.01 -0.37 -0.11
H -2.483 -1.387 -0.651 0.16 0.18 0.06
H -2.898 4.042 0.499 0.03 -0.05 0.35
H 2.781 -4.724 0.695 -0.13 0.11 -0.24
H -1.660 3.257 -0.770 0.20 0.07 -0.17
H -3.653 3.462 2.008 0.19 0.16 -0.14
H -1.201 -1.779 -2.718 0.07 -0.23 0.19
H -0.682 5.523 -0.365 0.02 -0.09 -0.12
H 3.060 -2.575 2.004 -0.01 0.18 0.22
H 3.171 -1.654 -1.589 -0.04 -0.03 0.08
H 4.550 0.276 2.140 0.08 0.25 -0.27
H -1.370 -5.389 -2.319 0.13 -0.01 0.07
H -1.585 3.558 -3.276 0.18 -0.14 0.01
H 1.697 3.959 -1.976 0.17 0.10 0.27
H -1.568 -3.346 -3.448 0.20 0.11 0.10
H 0.188 -0.728 -3.711 0.28 0.34 0.40
H 3.372 -5.205 -0.895 -0.18 0.01 0.12
H 1.105 -3.574 1.828 -0.31 -0.05 -0.23
H 1.175 3.169 1.965 -0.33 0.16 -0.29
H 4.009 0.231 0.435 0.11 0.01 0.13
H 3.677 1.669 1.421 0.08 -0.09 0.08
H -2.746 -4.885 2.251 -0.16 0.12 -0.21
H 0.039 -4.716 0.941 0.28 0.14 0.18
H -0.913 -0.034 3.177 0.09 -0.01 -0.73
H -0.299 2.266 4.311 -0.21 0.14 -0.11
H -0.623 -3.847 4.253 0.01 0.20 0.03
H 1.646 1.836 3.497 0.14 -0.14 0.08
H -1.007 3.902 4.273 0.00 -0.21 0.04

***

# 3
49
Properties=species:S:1:pos:R:3:forces:R:3 method="wB97M-V/def2-TZVPD" lumo_ev="2.59 / 2.59" multiplicity=2 orbital_gap_ev="5.7 / 8.0" total_charge=-1 relative_energy_kcal_mol=0.0 e_tot_ha=-6628.24491
Br -4.268 -0.448 -4.024 -0.02 -0.02 -0.01
Zn 0.043 -0.384 -0.202 0.23 -0.27 0.03
S -0.293 -0.768 2.689 0.06 -0.06 0.06
S 1.031 -2.652 0.228 -0.01 -0.02 -0.03
P 0.641 -2.417 2.158 -0.05 0.08 0.06
O 2.890 2.077 0.032 0.04 -0.20 0.06
O 2.000 -2.503 3.027 0.00 0.01 -0.03
O -0.168 -3.736 2.623 -0.06 -0.02 0.05
O 1.808 0.336 -1.000 0.09 -0.03 0.17
O -1.754 -0.606 -0.675 0.04 0.10 0.00
N -1.690 2.088 -2.086 -0.06 0.06 -0.07
N 1.410 3.198 1.918 -0.23 -0.06 0.10
N -1.926 1.888 1.257 -0.13 0.03 -0.09
N 1.824 1.453 -0.279 0.01 0.25 -0.51
N -0.839 2.593 1.788 0.04 -0.11 0.03
N 0.610 1.611 0.337 -0.14 -0.03 0.23
C -1.023 -3.741 3.773 0.01 -0.01 -0.04
C -1.466 0.104 -4.035 -0.04 0.04 0.04
C -2.352 -1.860 -0.607 -0.03 -0.05 0.01
C -0.511 1.762 -2.611 0.10 0.08 0.02
C -2.686 0.443 -3.484 0.08 0.07 -0.02
C 0.441 2.416 1.341 0.09 0.17 0.01
C -0.349 0.785 -3.581 -0.07 -0.08 0.01
C -2.759 1.428 -2.513 -0.05 -0.07 -0.04
C 2.987 -4.717 2.677 0.00 -0.04 0.02
C 3.158 -3.215 2.581 0.01 0.02 0.00
C -0.249 -3.760 5.076 0.02 -0.02 0.02
H 0.356 2.285 -2.226 -0.06 0.02 -0.01
H 2.742 -5.015 3.698 0.00 0.01 -0.01
H 0.340 -2.850 5.189 0.00 0.01 -0.01
H -1.679 -2.870 3.728 0.01 0.02 -0.01
H 3.386 -2.914 1.557 -0.01 -0.01 0.00
H -1.984 2.123 0.269 -0.02 0.02 -0.02
H 3.966 -2.873 3.229 -0.02 0.00 0.00
H 2.191 -5.061 2.016 0.00 0.01 0.00
H -0.965 2.897 2.735 0.00 0.08 0.07
H -2.320 -2.298 0.405 0.00 0.02 -0.02
H -0.946 -3.828 5.914 0.00 0.00 -0.02
H 1.313 3.338 2.910 -0.02 0.03 -0.01
H -3.712 1.673 -2.058 0.02 0.01 0.00
H -3.411 -1.784 -0.897 0.01 0.00 0.02
H 0.642 0.547 -3.941 0.01 0.00 0.01
H -1.766 0.882 1.291 0.03 -0.02 0.03
H 2.336 2.955 1.579 0.10 -0.08 -0.09
H -1.390 -0.677 -4.779 -0.01 -0.01 0.00
H -1.631 -4.641 3.669 0.03 0.01 -0.02
H 0.425 -4.617 5.115 0.00 0.01 -0.01
H 3.916 -5.212 2.385 0.00 0.01 0.00
H -1.887 -2.600 -1.278 0.00 0.02 0.01

***

# 4
25
Properties=species:S:1:pos:R:3:forces:R:3 method="wB97M-V/def2-TZVPD" lumo_ev=0.48 orbital_gap_ev=9.0 total_charge=0 relative_energy_kcal_mol=123.6 e_tot_ha=-518.64588
O -1.146 0.114 -2.232 -3.97 -2.30 3.34
N -0.643 -2.507 -1.770 0.61 -2.18 3.74
C -0.451 2.181 -0.572 1.32 -3.93 -1.80
C 0.928 -0.988 1.465 -0.36 -0.93 -0.06
C -0.611 -1.509 -0.534 -0.86 -1.77 -3.08
C -0.153 -0.220 -1.300 0.44 -1.28 1.79
C 0.808 0.472 0.919 -1.72 -1.43 -1.51
C 0.563 2.840 1.341 6.45 -1.46 5.13
C 0.360 -2.161 0.492 0.53 0.54 -1.66
C 0.122 3.147 0.155 -4.34 5.54 -0.94
C 1.100 1.508 1.707 -0.08 4.56 3.12
C 0.071 0.845 -0.256 -1.15 1.06 -1.55
H -1.322 -2.170 -2.353 -1.87 1.45 -2.24
H -1.068 -3.470 -1.549 1.06 1.74 0.26
H -1.759 -1.290 -0.231 2.21 -0.41 0.17
H -0.287 4.265 0.004 1.38 -2.38 0.08
H 0.820 -0.534 -1.789 -1.06 0.62 0.14
H 1.185 -2.584 -0.201 -1.17 0.67 1.23
H -1.083 2.468 -1.444 0.75 -1.03 0.65
H -0.222 -3.094 0.869 1.33 1.82 0.29
H 2.089 -1.086 1.753 -3.01 -0.39 -0.02
H 1.668 1.561 2.755 -1.35 -0.87 -2.46
H 1.067 3.614 1.981 -1.16 -0.44 -0.49
H -2.114 -0.353 -1.477 3.58 2.43 -3.63
H 0.079 -1.048 2.270 2.41 0.40 -0.52

***

# 5
48
Properties=species:S:1:pos:R:3:forces:R:3 method="wB97M-V/def2-TZVPD" lumo_ev=0.38 orbital_gap_ev=8.0 total_charge=0 e_tot_ha=-4910.82107
As 3.966 0.623 -0.176 0.00 -0.12 0.64
Cu 1.327 0.525 -0.475 -0.83 0.04 0.12
O -1.127 0.955 -3.542 0.01 0.18 -0.22
O 2.678 0.309 0.877 0.47 0.16 -0.63
O -1.789 -1.045 -4.910 0.05 -0.15 -0.01
O 0.632 0.877 -2.207 0.27 0.11 0.18
N -2.054 1.138 2.795 0.03 0.15 0.06
N -0.520 0.728 0.908 0.35 -0.10 -0.27
C -0.251 0.320 -2.936 -0.06 -0.07 0.31
C 0.561 -3.376 -2.440 -0.02 0.00 -0.02
C -4.365 1.938 2.709 0.01 0.05 -0.08
C -0.998 -1.767 -4.104 -0.17 -0.02 -0.17
C -0.231 -1.174 -3.090 0.06 -0.07 0.00
C 5.548 0.554 0.910 0.07 -0.04 0.08
C 4.231 -0.663 -1.569 -0.08 -0.11 -0.06
C -4.723 0.919 3.787 -0.02 0.01 0.03
C -2.898 2.333 2.809 0.02 0.02 0.08
C -0.947 -3.152 -4.301 -0.01 0.08 0.03
C 0.527 -2.005 -2.269 0.09 0.01 0.07
C -3.809 -0.301 3.709 0.04 -0.09 -0.01
C -2.345 0.111 3.791 0.04 0.01 0.06
C -0.177 -3.943 -3.476 0.01 0.00 0.01
C 3.959 2.358 -0.987 -0.12 0.07 -0.02
C -1.233 0.915 1.795 -0.11 -0.05 -0.01
H -0.157 -5.013 -3.635 0.01 -0.05 0.00
H 5.249 -0.553 -1.944 -0.03 -0.04 -0.05
H 5.472 1.316 1.685 0.00 -0.03 -0.04
H 6.440 0.719 0.308 0.02 0.00 0.02
H 3.503 -0.501 -2.364 0.03 0.01 0.05
H -2.587 2.981 1.991 -0.05 -0.02 0.02
H 1.147 -3.998 -1.777 0.02 -0.01 0.01
H -1.537 -3.573 -5.102 -0.03 -0.03 -0.04
H -5.766 0.614 3.686 0.01 0.00 0.00
H 4.930 2.526 -1.453 -0.01 0.05 -0.02
H 3.162 2.404 -1.730 0.05 -0.01 0.03
H -2.121 0.531 4.780 -0.03 -0.04 -0.03
H -4.625 1.384 4.774 0.00 0.01 0.02
H -4.987 2.831 2.792 -0.01 0.00 0.02
H 3.782 3.100 -0.209 0.01 0.00 -0.04
H -2.710 2.864 3.751 -0.04 -0.01 -0.06
H -4.030 -1.005 4.513 -0.01 0.00 0.01
H 5.589 -0.429 1.383 0.02 0.07 -0.04
H 4.092 -1.660 -1.151 0.02 0.03 -0.02
H -3.973 -0.823 2.763 -0.01 -0.01 0.00
H -1.670 -0.728 3.623 -0.05 0.01 0.01
H -1.723 -0.110 -4.559 -0.02 0.03 0.04
H -4.544 1.506 1.721 -0.01 0.01 -0.01
H 1.101 -1.562 -1.459 -0.01 0.00 -0.06